The following is a quantum chemistry calculation of C10H25FFeNO4S2 as an isolated structure, from the OMol25 dataset.

Calculated values
Strongest force on any atom = 0.0504 hartree/bohr
E_HOMO (spin up / spin down) = -5.06 / -7.89 eV
Orbital gap (spin up / spin down) = 5.2 / 8.0 eV
Spin multiplicity = 6

```
44
Properties=species:S:1:pos:R:3:forces:R:3:mulliken_charge:R:1
Fe -17.04211 0.60511 -30.18280 -0.9 1.8 -0.6 -0.02
F -16.72824 1.99526 -31.72402 -0.1 -0.9 0.5 -0.44
C -19.75216 3.15250 -32.61627 -0.2 1.7 -0.4 -0.47
O -18.62131 3.91707 -32.10151 -1.5 -1.1 -0.8 -0.48
H -20.54118 3.85717 -32.87889 -0.1 0.2 0.3 0.29
H -19.49410 2.73704 -33.59038 0.1 -0.6 0.2 0.10
H -20.20597 2.43615 -31.93143 0.5 -0.2 0.1 0.23
H -17.96211 3.24557 -32.29166 1.3 0.0 0.8 0.27
C -15.30722 4.59832 -33.63165 -0.4 -1.3 -0.8 -0.40
O -14.85021 3.22618 -33.41157 0.4 1.7 -0.1 -0.45
H -14.82395 5.01134 -34.51707 0.3 -0.1 0.1 0.27
H -16.36171 4.49045 -33.88563 -0.2 0.5 0.1 0.05
H -15.20471 5.30592 -32.80892 0.2 -0.4 0.3 0.24
H -15.59776 2.81410 -32.97230 -0.3 -0.5 0.7 0.23
N -17.97305 2.65083 -37.42862 0.7 -2.4 0.6 -0.04
C -17.82266 2.67262 -36.05344 -0.6 1.3 -0.5 -0.75
C -17.25675 1.50573 -35.60840 0.2 1.0 0.1 0.41
C -17.05623 0.67951 -36.74864 0.2 0.3 0.0 -0.98
C -17.50994 1.39563 -37.81046 -0.7 0.7 -1.5 -0.34
H -18.40572 3.29140 -38.07868 0.0 0.0 0.6 0.20
H -18.17251 3.57774 -35.57935 0.3 -0.2 0.5 0.41
H -16.87382 1.43109 -34.60133 -0.3 -0.5 0.0 0.35
H -16.55187 -0.27207 -36.82939 -0.2 0.0 0.2 0.36
H -17.63443 1.13484 -38.85109 0.3 -0.2 0.0 0.36
C -13.73229 0.55670 -32.06840 0.4 0.0 -0.1 -0.45
S -14.25796 -0.82658 -31.04105 -1.1 -0.3 -1.8 0.51
O -15.78461 -0.66526 -30.93063 1.8 -1.4 -0.4 -0.43
C -14.02473 -1.96612 -32.48832 -0.5 -0.6 0.4 -1.08
H -12.94519 0.21121 -32.73862 0.3 0.1 0.3 0.55
H -13.37655 1.37505 -31.44242 -0.4 0.1 -0.3 0.14
H -14.56578 0.78315 -32.73331 -0.2 0.4 0.5 -0.02
H -14.70008 -1.75444 -33.31729 0.2 1.1 0.0 0.32
H -14.34245 -2.99696 -32.33177 0.5 -0.1 0.9 0.36
H -12.96842 -1.87731 -32.74215 -0.2 -0.3 -0.1 0.38
C -14.14867 3.53744 -28.24574 0.2 -1.1 0.3 -0.74
S -15.09017 2.02979 -27.74415 1.0 -0.6 -0.4 0.40
O -15.44597 1.45077 -29.09426 -0.1 0.1 0.1 -0.22
C -13.71492 0.87701 -27.25737 0.2 0.8 0.8 -0.73
H -13.83548 3.24887 -29.24909 -0.3 0.4 -0.2 0.16
H -13.23231 3.66555 -27.66957 -0.3 0.1 0.3 0.35
H -14.82617 4.38891 -28.18158 0.2 -0.1 -0.2 0.30
H -13.47794 0.14204 -28.02663 -0.3 0.4 -0.3 0.17
H -13.95869 0.34804 -26.33603 -0.4 0.0 -0.1 0.33
H -12.83862 1.47472 -27.00648 0.1 0.0 -0.2 0.29
```
Positions in Å, forces in eV/Å.